No. 1
# C14H6ClF6O5S

A 2-piece molecular cluster, C14H6ClF6O5S overall in a non-equilibrium geometry (the ωB97M-V functional and the def2-TZVPD basis, OMol25).

```
33
Properties=species:S:1:pos:R:3:forces:R:3:lowdin_charge:R:1
O 2.972 -1.603 3.902 -1.1915 0.2831 0.5510 0.0683
C 3.144 -1.789 2.758 0.7212 0.3832 0.6101 -0.6389
F 2.598 -2.871 2.158 0.1238 -0.1399 -0.5368 0.0773
C 3.856 -0.827 1.827 -1.2857 -0.3126 -0.7448 -0.1137
C 2.918 -0.513 0.677 -0.1033 0.4976 0.1729 -0.1757
C 2.998 -1.141 -0.559 0.2305 -0.4871 -0.3654 0.0009
C 2.116 -0.883 -1.602 -0.1717 0.5070 0.1872 0.0164
C 1.105 0.047 -1.399 0.1773 -0.1311 0.2827 -0.1067
C 1.018 0.695 -0.161 -0.3635 0.0544 -0.0974 -0.0840
C 1.906 0.436 0.872 -0.0427 -0.0533 -0.5754 0.0711
C -0.092 1.675 0.024 0.0927 -0.4631 0.0652 -0.3120
O -0.014 2.674 0.676 -0.1082 0.2745 0.3243 0.1621
C -1.362 1.270 -0.712 -0.3981 0.0464 -0.5335 -0.1564
S -2.878 1.649 0.126 0.7441 1.2306 2.5310 0.7721
O -3.036 3.054 0.340 -0.1355 0.1480 -1.4473 -0.2388
O -2.879 0.915 1.360 -0.1150 -1.0872 -0.7063 -0.2434
C -4.337 1.076 -0.882 -0.6000 0.2292 -0.0786 -0.4687
F -4.180 1.295 -2.199 0.3362 -0.2503 0.0376 0.1243
F -5.358 1.852 -0.489 0.1699 -0.0202 0.2945 0.1335
C -4.786 -0.385 -0.633 -0.5115 -0.2688 -0.5185 -0.5809
F -3.855 -1.258 -1.022 0.1636 0.1663 0.1898 0.1796
F -5.876 -0.590 -1.396 0.1351 -0.0021 0.0120 0.1651
F -5.132 -0.602 0.621 0.2390 0.0561 -0.0082 0.1983
C -1.278 0.653 -1.886 -0.0448 -0.1171 0.2840 0.0686
C 0.092 0.360 -2.434 0.1123 0.0489 0.3427 -0.3237
O 0.318 0.410 -3.616 -0.1327 -0.2560 -0.3621 0.1327
H 3.980 0.076 2.413 0.4719 -0.0629 0.0860 0.1244
H 4.791 -1.268 1.507 0.1324 0.0397 0.1159 0.0624
H 3.766 -1.889 -0.720 0.0414 0.0450 0.1240 0.1269
H 2.180 -1.374 -2.564 0.1475 -0.0935 0.0508 0.1218
H 1.773 0.965 1.807 0.1579 -0.0504 0.0624 0.1419
H -2.145 0.320 -2.440 0.1332 0.1414 -0.2367 0.1191
Cl 5.677 -2.429 3.643 0.8741 -0.3554 -0.1130 -0.4239
```
Positions in Å, forces in eV/Å.

Computed properties:
Charge = -1
HOMO-LUMO gap = 0.166 Ha

---

No. 2
# C14H7Cl2F5GaNO4Te

C14H7Cl2F5GaNO4Te as an isolated structure in a non-equilibrium geometry (the ωB97M-V functional and the def2-TZVPD basis, OMol25).

```
35
Properties=species:S:1:pos:R:3:forces:R:3:lowdin_charge:R:1
Ga 0.708 -0.092 -1.095 2.9782 2.8593 3.2898 -0.2616
Cl -1.798 -3.593 4.642 -0.2893 -0.3957 0.5082 0.6255
C -1.050 -2.548 3.495 -0.0934 -0.1206 -1.0490 -0.7119
C -0.285 -1.479 3.929 0.6195 0.8822 -0.9424 -0.1370
C 0.323 -0.630 2.991 -0.2792 -0.3573 1.4960 -0.5356
Cl 1.261 0.680 3.663 -0.0711 -0.0816 -0.4496 0.6705
C 0.194 -0.810 1.586 0.4117 0.3301 -0.5736 -0.3159
O 0.731 -0.061 0.701 -0.2202 -0.4171 4.8751 0.0255
C -0.601 -1.921 1.217 -0.8576 -1.1936 -1.0947 -0.0911
C -0.814 -2.218 -0.223 0.4514 0.3905 1.5846 -0.0596
O -0.339 -1.555 -1.134 -3.1067 -3.9231 0.6088 0.0820
C -1.217 -2.781 2.141 0.3132 0.4580 0.3680 -0.0673
H -0.151 -1.293 4.990 0.0223 0.0191 -0.1682 0.0964
H -1.442 -3.096 -0.443 0.0674 0.0820 -0.1320 0.1421
H -1.816 -3.618 1.800 0.0502 0.0398 -0.0352 0.1073
N -3.646 5.853 -1.063 0.5559 -0.7582 -0.0041 0.0996
C -2.956 4.920 -1.070 -0.5743 0.7480 0.0099 -0.2178
C -2.105 3.766 -1.078 0.0844 -0.2048 0.0141 -0.2714
C -2.589 2.533 -0.628 -0.1158 -0.5437 0.1423 -0.0509
C -1.757 1.411 -0.637 -0.1554 1.1847 -0.2459 -0.0748
C -0.445 1.518 -1.095 -0.2608 0.2310 0.1558 -0.1163
C 0.040 2.744 -1.544 -0.8020 0.5963 0.1011 -0.0580
C -0.787 3.870 -1.537 0.5656 -0.1931 -0.1018 -0.0448
H -3.611 2.437 -0.268 0.0780 0.1947 -0.0772 0.1022
H -2.125 0.450 -0.289 -0.1517 0.1001 0.0574 0.0934
H 1.065 2.817 -1.899 -0.1338 0.0072 -0.0252 0.1109
H -0.397 4.822 -1.891 -0.2003 -0.0475 0.0856 0.1046
F 5.313 -0.852 -1.354 -0.3575 -0.3503 -0.1546 -0.5333
Te 3.558 -1.721 -1.791 -1.1236 2.9566 0.6109 1.9865
F 1.804 -2.591 -2.229 0.4777 -0.2231 0.1605 -0.4899
F 3.506 -2.537 0.041 0.0128 -0.1063 -0.2857 -0.5326
F 4.531 -3.335 -2.482 0.0629 -0.1491 -0.0376 -0.5424
F 3.611 -0.906 -3.624 0.2039 -0.5041 0.5217 -0.5157
O 2.577 -0.092 -1.095 2.2966 -2.0622 -0.1571 -0.5008
O 0.708 -0.092 -2.722 -0.4588 0.5514 -9.0560 -0.1177
```
Positions in Å, forces in eV/Å.

Computed properties:
Charge = -2
HOMO-LUMO gap (spin up / spin down) = 0.245 / 0.189 Ha
Energy above the lowest of the compared OMol25 structures with the same formula, charge and spin = 0.583 eV

---

No. 3
# C14H8AuN4O3S2

C14H8AuN4O3S2 as an isolated structure in a non-equilibrium geometry (the ωB97M-V functional and the def2-TZVPD basis, OMol25).

```
32
Properties=species:S:1:pos:R:3:forces:R:3:lowdin_charge:R:1
Au -2.124 1.185 0.258 -1.3163 0.3031 -1.0981 0.6007
O 1.030 3.168 0.754 -0.6532 -0.8528 0.6707 0.1035
C 0.915 2.002 1.084 2.2136 0.6254 -1.0956 -0.5583
O -0.168 1.420 1.531 -0.5860 -1.9257 1.6685 -0.3157
C 2.005 1.001 0.963 -0.2510 0.1290 -0.0483 -0.1643
C 3.312 1.283 0.604 0.2160 -0.0418 -0.0556 -0.0036
C 4.223 0.246 0.482 -0.1369 0.0285 0.0303 -0.0802
C 3.801 -1.066 0.699 -0.1002 0.0056 0.0162 -0.0859
C 2.489 -1.346 1.048 -0.0653 -0.0630 0.0575 -0.0975
C 1.583 -0.293 1.198 0.8754 -0.7944 -0.0114 -0.5009
S -0.077 -0.478 1.652 0.2835 2.9130 -0.0164 1.0925
H 3.589 2.314 0.425 -0.0265 -0.0047 0.0008 0.1236
H 5.253 0.449 0.219 -0.0270 -0.0024 -0.0180 0.0980
H 4.504 -1.884 0.593 -0.0199 0.0217 0.0046 0.1009
H 2.163 -2.366 1.209 0.0638 -0.0238 -0.0233 0.1080
O -0.753 0.428 -1.227 0.7354 -0.1047 -0.2675 -0.2850
N -0.720 -0.886 -1.350 0.2283 0.0591 -0.2076 -0.2584
C 0.445 -1.439 -1.745 0.1794 -0.1115 -0.0613 -0.0588
C 0.567 -2.786 -1.952 0.2141 0.0981 -0.0675 -0.0891
C -0.541 -3.604 -1.723 -0.3495 -0.0045 0.1638 -0.0947
C -1.709 -3.034 -1.277 0.6037 -0.4859 -0.1129 -0.1156
C -1.816 -1.649 -1.079 -1.3874 0.4236 0.3652 -0.7375
S -3.263 -0.916 -0.527 0.0981 -1.2471 -0.5436 0.5483
H 1.250 -0.731 -1.874 -0.0382 0.0411 -0.0418 0.1351
H 1.514 -3.188 -2.278 0.0282 0.0273 -0.0130 0.0967
H -0.476 -4.673 -1.878 -0.0034 -0.0250 -0.0055 0.0977
H -2.579 -3.630 -1.044 -0.0250 0.0414 -0.0626 0.0939
N -3.529 2.201 1.244 -0.9356 1.2729 0.4597 -0.0571
C -4.302 3.060 1.008 0.8515 -0.3505 0.6725 -0.3722
N -5.225 3.875 0.781 -1.0488 -0.0183 -0.5645 0.0617
C -5.507 5.120 1.017 0.3903 0.0147 0.2024 -0.4342
N -5.856 6.215 1.182 -0.0109 0.0516 0.0022 0.0486
```
Positions in Å, forces in eV/Å.

Computed properties:
Charge = -1
HOMO-LUMO gap (spin up / spin down) = 0.184 / 0.184 Ha
Energy above the lowest of the compared OMol25 structures with the same formula, charge and spin = 1.649 eV

---

No. 4
# C14H8F3IrNO6S

C14H8F3IrNO6S as an isolated structure in a non-equilibrium geometry (the ωB97M-V functional and the def2-TZVPD basis, OMol25).

```
34
Properties=species:S:1:pos:R:3:forces:R:3:lowdin_charge:R:1
Ir 0.409 1.383 -0.278 0.0974 0.2387 -1.1133 1.2258
C 2.270 -1.317 -0.175 -0.0020 0.0018 -0.0139 -0.0270
C 0.808 -1.612 -0.137 0.0013 -0.0866 -0.0690 -0.2806
C 0.394 -2.955 -0.312 0.0549 0.0510 0.0583 -0.0192
C -0.923 -3.268 -0.323 -0.0429 -0.0005 0.0002 -0.0139
C -1.871 -2.252 -0.078 -0.0098 -0.0640 -0.0110 -0.1544
C -3.252 -2.553 -0.021 0.0166 -0.0173 -0.0051 -0.0418
C -4.159 -1.585 0.283 0.0033 0.0423 0.0080 -0.0665
C -3.704 -0.285 0.571 -0.0299 -0.0480 0.0294 -0.0626
C -2.381 0.040 0.492 0.0293 0.0237 0.0029 -0.2928
S -1.999 1.710 1.066 0.2951 0.3439 0.7817 0.9619
C -1.410 -0.935 0.134 0.0299 0.0397 0.0042 -0.1661
N -0.060 -0.623 0.018 -0.0648 0.0387 -0.0015 -0.0089
H 2.837 -2.231 -0.005 0.0106 -0.0173 -0.0436 0.0825
H 2.529 -0.585 0.585 -0.0090 -0.0811 0.0267 0.0694
H 2.555 -0.896 -1.142 -0.0065 0.0421 0.0385 0.0902
H 1.156 -3.707 -0.461 0.0001 -0.0004 -0.0040 0.1097
H -1.262 -4.283 -0.492 -0.0018 0.0030 -0.0001 0.1153
H -3.563 -3.574 -0.212 0.0039 -0.0007 0.0018 0.1084
H -5.216 -1.810 0.330 -0.0007 0.0024 0.0037 0.1030
H -4.389 0.493 0.890 0.0019 0.0075 -0.0101 0.1019
O -1.321 4.662 -1.084 0.0030 0.0320 0.0862 0.0742
C -0.751 3.647 -0.771 -0.0444 -0.0361 0.0764 -0.6414
O 0.518 3.426 -0.584 -0.0821 -0.0867 -0.3570 -0.1292
C -1.393 2.248 -0.567 0.2029 -0.0716 0.6436 -0.6241
O -3.260 2.295 1.597 -0.3491 -0.1407 -0.6104 -0.5293
O -1.240 1.396 -1.527 -0.0898 -0.0887 -0.0704 -0.1539
F 4.791 1.139 1.603 0.0011 -0.0060 -0.0124 0.1240
C 4.576 2.056 0.632 -0.0810 -0.0072 -0.0587 -0.5397
F 5.708 2.144 -0.075 -0.0026 0.0061 -0.0109 0.1375
F 4.387 3.237 1.237 -0.0039 0.0068 0.0104 0.1467
C 3.357 1.638 -0.248 0.2488 0.1515 0.1402 -0.5904
O 2.305 1.592 0.470 -0.0486 -0.2464 0.5083 -0.1836
O 3.551 1.364 -1.413 -0.1310 -0.0320 -0.0289 0.0750
```
Positions in Å, forces in eV/Å.

Computed properties:
Charge = -1
HOMO-LUMO gap (spin up / spin down) = 0.252 / 0.252 Ha
Energy above the lowest of the compared OMol25 structures with the same formula, charge and spin = 3.643 eV

---

Number 1: E -2370.925299 a.u.. Number 2: E -4505.935261 a.u.. Number 3: E -1915.079622 a.u.. Number 4: E -1846.713469 a.u..